# 1
DFT (ωB97M-V/def2-TZVPD) results for a molecular structure, C66H75NbO17P.

Last column: Mulliken charge in e.
Atoms and positions in Å:
C (-6.11, -7.10, -1.09)  -1.575
C (-6.49, -6.03, -0.06)  0.190
C (-7.18, -4.82, -0.68)  -0.927
C (-6.44, -4.23, -1.88)  0.089
C (-7.07, -2.92, -2.37)  -0.922
C (-6.05, -1.89, -2.87)  -0.976
C (-5.16, -2.43, -4.01)  -0.954
C (-3.68, -2.62, -3.63)  -0.706
C (-2.76, -1.47, -4.09)  -0.694
C (-1.71, -1.08, -3.07)  -0.562
C (-0.76, 0.00, -3.58)  -0.890
C (0.60, -0.01, -2.89)  -0.724
C (0.52, 0.41, -1.42)  -0.434
C (1.89, 0.59, -0.77)  -0.428
C (1.86, 1.36, 0.57)  -0.663
C (2.17, 2.85, 0.46)  -0.443
C (1.50, 3.64, -0.68)  0.083
C (1.23, 5.10, -0.30)  -1.355
Nb (-0.39, 5.30, 1.25)  -0.995
P (0.48, 7.81, 1.18)  0.939
O (1.08, 8.29, 2.48)  -0.723
H (-5.16, -6.86, -1.58)  0.356
H (-6.00, -8.08, -0.63)  0.416
H (-6.85, -7.15, -1.90)  0.320
H (-5.60, -5.72, 0.49)  0.327
H (-7.18, -6.51, 0.63)  -0.009
H (-7.28, -4.04, 0.08)  0.382
H (-8.19, -5.12, -0.97)  0.220
H (-5.39, -4.05, -1.61)  0.102
H (-6.44, -4.95, -2.70)  0.309
H (-7.67, -2.48, -1.57)  0.457
H (-7.76, -3.14, -3.19)  0.339
H (-6.58, -1.00, -3.20)  0.334
H (-5.42, -1.60, -2.03)  0.465
H (-5.21, -1.74, -4.86)  0.593
H (-5.57, -3.38, -4.37)  0.460
H (-3.60, -2.68, -2.54)  0.370
H (-3.31, -3.57, -4.03)  0.405
H (-3.37, -0.59, -4.34)  0.343
H (-2.25, -1.78, -5.01)  0.288
H (-2.23, -0.72, -2.17)  0.330
H (-1.14, -1.97, -2.78)  0.323
H (-1.21, 0.99, -3.42)  0.331
H (-0.62, -0.11, -4.66)  0.482
H (1.04, -1.01, -2.95)  0.207
H (1.29, 0.67, -3.40)  0.379
H (-0.03, -0.36, -0.87)  0.221
H (-0.07, 1.33, -1.36)  0.363
H (2.28, -0.41, -0.57)  0.272
H (2.61, 1.06, -1.46)  0.262
H (2.63, 0.93, 1.21)  0.184
H (0.91, 1.19, 1.08)  0.338
H (1.95, 3.34, 1.42)  0.339
H (3.26, 2.94, 0.32)  0.229
H (0.58, 3.16, -0.99)  0.045
H (2.16, 3.63, -1.55)  0.203
H (0.92, 5.67, -1.19)  0.462
H (2.17, 5.55, 0.04)  0.336
H (0.70, 5.03, 2.71)  0.062
H (-1.48, 5.93, 2.59)  0.045
H (-1.73, 5.94, 0.16)  0.003
H (-1.04, 3.59, 1.05)  -0.031
H (-0.51, 8.74, 0.74)  -0.194
H (1.46, 8.01, 0.15)  -0.023
C (1.07, 11.38, 0.55)  0.275
C (2.25, 10.91, 0.95)  -0.106
C (3.48, 11.73, 0.79)  0.128
O (4.57, 11.32, 1.14)  -0.564
C (3.35, 13.08, 0.18)  -0.407
C (2.17, 13.54, -0.21)  -0.411
C (0.93, 12.73, -0.05)  0.348
O (-0.14, 13.17, -0.40)  -0.573
H (0.16, 10.80, 0.65)  -0.039
H (2.36, 9.93, 1.40)  0.607
H (4.27, 13.65, 0.09)  0.401
H (2.04, 14.52, -0.65)  0.403
C (-10.90, -10.01, 2.11)  -0.450
C (-10.78, -8.70, 1.90)  -0.397
C (-9.85, -8.18, 0.87)  0.428
O (-9.74, -6.99, 0.68)  -0.522
C (-9.06, -9.16, 0.09)  -0.094
C (-9.18, -10.47, 0.30)  -0.476
C (-10.12, -11.00, 1.33)  0.380
O (-10.23, -12.19, 1.52)  -0.565
H (-11.57, -10.42, 2.86)  0.403
H (-11.34, -7.96, 2.46)  0.434
H (-8.38, -8.75, -0.65)  0.421
H (-8.62, -11.21, -0.25)  0.430
C (-6.11, 9.79, 2.03)  -0.404
C (-5.36, 8.75, 1.68)  -0.409
C (-3.89, 8.90, 1.46)  0.187
O (-3.21, 7.96, 1.13)  -0.366
C (-3.31, 10.25, 1.66)  -0.098
C (-4.07, 11.29, 2.01)  -0.396
C (-5.53, 11.14, 2.23)  0.403
O (-6.22, 12.08, 2.56)  -0.583
H (-7.18, 9.70, 2.20)  0.385
H (-5.76, 7.75, 1.52)  0.427
H (-2.24, 10.33, 1.50)  0.391
H (-3.66, 12.28, 2.16)  0.417
C (5.98, 5.80, -0.23)  -0.466
C (4.79, 6.37, -0.42)  -0.142
C (4.24, 6.57, -1.79)  0.550
O (3.16, 7.07, -1.96)  -0.533
C (5.07, 6.10, -2.93)  -0.498
C (6.26, 5.53, -2.73)  -0.396
C (6.80, 5.34, -1.36)  0.407
O (7.88, 4.81, -1.19)  -0.603
H (6.39, 5.65, 0.76)  0.425
H (4.16, 6.72, 0.39)  0.445
H (4.65, 6.25, -3.92)  0.424
H (6.88, 5.18, -3.55)  0.416
C (4.55, -3.33, 0.49)  -0.365
C (5.47, -4.24, 0.17)  -0.260
C (6.91, -3.90, 0.10)  0.355
O (7.73, -4.75, -0.18)  -0.600
C (7.31, -2.50, 0.38)  -0.405
C (6.39, -1.58, 0.69)  -0.494
C (4.94, -1.93, 0.77)  0.274
O (4.12, -1.08, 1.04)  -0.474
H (3.50, -3.56, 0.55)  0.489
H (5.22, -5.27, -0.03)  0.435
H (8.36, -2.26, 0.31)  0.541
H (6.63, -0.55, 0.90)  0.498
C (11.96, -0.91, -1.80)  -0.345
C (12.33, 0.10, -2.59)  -0.408
C (11.32, 0.88, -3.36)  0.380
O (11.66, 1.79, -4.08)  -0.548
C (9.90, 0.50, -3.21)  -0.465
C (9.53, -0.51, -2.43)  -0.186
C (10.53, -1.29, -1.66)  0.391
O (10.20, -2.22, -0.95)  -0.519
H (12.67, -1.50, -1.23)  0.419
H (13.36, 0.40, -2.71)  0.389
H (9.19, 1.08, -3.78)  0.419
H (8.50, -0.81, -2.31)  0.480
C (5.29, -8.07, 3.76)  -0.423
C (6.29, -8.82, 4.21)  -0.391
C (7.56, -8.95, 3.45)  0.355
O (8.47, -9.64, 3.86)  -0.549
C (7.67, -8.21, 2.17)  -0.522
C (6.67, -7.45, 1.72)  -0.065
C (5.40, -7.33, 2.48)  0.572
O (4.48, -6.64, 2.08)  -0.519
H (4.36, -7.95, 4.29)  0.404
H (6.24, -9.37, 5.14)  0.400
H (8.61, -8.31, 1.64)  0.431
H (6.75, -6.90, 0.79)  0.291
C (-6.18, -5.81, 4.38)  -0.269
C (-5.17, -5.08, 4.86)  -0.359
C (-3.84, -5.69, 5.11)  0.347
O (-2.92, -5.04, 5.56)  -0.542
C (-3.67, -7.14, 4.80)  -0.326
C (-4.68, -7.86, 4.32)  -0.427
C (-6.01, -7.25, 4.08)  0.471
O (-6.93, -7.91, 3.64)  -0.565
H (-7.16, -5.39, 4.19)  0.434
H (-5.26, -4.03, 5.09)  0.419
H (-2.69, -7.55, 4.99)  0.404
H (-4.59, -8.91, 4.09)  0.416

Properties
- HOMO energy (eV) = -4.7420
- ΔE to the lowest compared entry with this formula, charge and spin (kJ/mol) = 0.0
- lowest unoccupied orbital energy (eV) = -0.604
- Kohn-Sham gap (eV) = 4.14
- charge = -1

# 2
DFT (ωB97M-V/def2-TZVPD) results for 9 unconnected molecules or ions with the total composition C66H77F6N9Si.

Last column: Mulliken charge in e.
Atoms and positions in Å:
C (3.42, 1.62, -0.85)  -1.283
C (4.17, 1.95, 0.45)  0.466
F (5.29, 1.08, 0.52)  -0.326
Si (3.07, 1.69, 2.00)  -0.153
C (3.49, 2.98, 3.30)  -1.113
C (2.60, 4.24, 3.12)  -0.774
C (3.06, 5.17, 1.99)  -0.861
C (2.27, 4.97, 0.66)  0.406
C (1.67, 6.24, 0.06)  -1.541
C (0.25, 6.60, 0.53)  -0.584
C (-0.73, 5.44, 0.64)  -0.431
C (-2.21, 5.93, 0.66)  -0.640
C (-3.19, 4.94, 0.00)  -0.749
C (-4.04, 4.18, 1.04)  -0.686
C (-3.51, 2.76, 1.35)  -0.621
C (-4.68, 1.83, 1.61)  -0.960
N (-4.30, 0.48, 1.99)  0.278
C (-5.21, -0.52, 2.24)  -0.510
C (-4.54, -1.69, 2.60)  -0.357
C (-3.15, -1.36, 2.56)  -0.567
C (-3.03, -0.02, 2.17)  -0.532
C (3.11, -0.14, 2.61)  1.109
F (4.42, -0.49, 2.84)  -0.277
F (2.42, -0.33, 3.77)  -0.324
C (2.56, -1.02, 1.50)  0.048
C (1.16, -1.30, 1.42)  -0.867
C (0.70, -2.10, 0.34)  -0.629
C (1.60, -2.60, -0.64)  -1.120
C (3.00, -2.31, -0.55)  0.115
C (3.97, -2.79, -1.59)  0.835
F (3.84, -4.08, -1.89)  -0.290
F (5.24, -2.57, -1.24)  -0.258
F (3.78, -2.11, -2.75)  -0.176
C (3.48, -1.52, 0.53)  -0.456
H (4.09, 1.15, -1.56)  0.343
H (3.02, 2.52, -1.32)  0.404
H (2.56, 0.98, -0.65)  0.139
H (4.55, 2.97, 0.46)  0.516
H (1.68, 1.96, 1.56)  -0.157
H (4.54, 3.30, 3.25)  0.498
H (3.34, 2.61, 4.32)  0.552
H (2.67, 4.80, 4.06)  0.403
H (1.55, 3.95, 3.03)  0.344
H (3.01, 6.21, 2.29)  0.533
H (4.12, 4.95, 1.80)  0.447
H (2.98, 4.58, -0.08)  0.038
H (1.54, 4.18, 0.82)  0.024
H (1.65, 6.12, -1.03)  0.396
H (2.33, 7.09, 0.25)  0.430
H (0.27, 7.17, 1.46)  0.280
H (-0.14, 7.29, -0.22)  0.457
H (-0.58, 4.66, -0.11)  0.472
H (-0.55, 4.96, 1.61)  -0.046
H (-2.22, 6.90, 0.17)  0.298
H (-2.48, 6.08, 1.71)  0.425
H (-3.88, 5.53, -0.61)  0.316
H (-2.67, 4.25, -0.66)  0.466
H (-4.10, 4.76, 1.96)  0.403
H (-5.03, 4.05, 0.62)  0.377
H (-2.90, 2.37, 0.54)  0.493
H (-2.87, 2.80, 2.24)  0.327
H (-5.31, 1.82, 0.72)  0.385
H (-5.28, 2.24, 2.43)  0.332
H (-6.28, -0.40, 2.16)  0.459
H (-4.96, -2.64, 2.85)  0.168
H (-2.34, -2.03, 2.81)  0.502
H (-2.12, 0.55, 2.06)  0.503
H (0.48, -0.89, 2.16)  0.611
H (-0.36, -2.32, 0.22)  0.510
H (1.25, -3.19, -1.48)  0.468
H (4.53, -1.28, 0.57)  0.684
C (7.94, -3.38, 0.05)  -0.068
C (8.13, -2.23, 0.81)  -0.323
C (9.23, -2.17, 1.65)  -0.516
N (10.13, -3.15, 1.76)  -0.485
C (9.94, -4.24, 1.02)  -0.202
C (8.87, -4.40, 0.15)  -0.753
H (7.10, -3.46, -0.62)  0.614
H (7.43, -1.41, 0.76)  0.498
H (9.42, -1.30, 2.26)  0.375
H (10.68, -5.02, 1.13)  0.450
H (8.76, -5.31, -0.43)  0.440
C (-7.83, 8.77, -1.25)  -0.050
C (-6.48, 8.79, -1.57)  -0.626
C (-5.62, 7.99, -0.84)  0.026
N (-6.01, 7.20, 0.16)  -0.282
C (-7.31, 7.20, 0.46)  -0.134
C (-8.25, 7.96, -0.21)  -0.621
H (-8.53, 9.38, -1.80)  0.401
H (-6.10, 9.42, -2.37)  0.307
H (-4.56, 7.98, -1.06)  0.287
H (-7.60, 6.55, 1.28)  0.359
H (-9.30, 7.91, 0.07)  0.355
C (7.57, -7.46, 2.71)  -0.339
C (8.72, -7.69, 1.98)  0.155
C (9.16, -9.00, 1.83)  -0.434
N (8.54, -10.05, 2.36)  -0.559
C (7.43, -9.81, 3.06)  -0.247
C (6.91, -8.55, 3.27)  -0.405
H (7.19, -6.46, 2.85)  0.440
H (9.27, -6.87, 1.54)  0.246
H (10.06, -9.22, 1.27)  0.394
H (6.95, -10.69, 3.48)  0.342
H (6.00, -8.42, 3.85)  0.370
C (4.16, -0.27, -6.68)  -0.408
C (3.81, -1.08, -5.61)  -0.230
C (2.47, -1.18, -5.27)  -0.267
N (1.50, -0.55, -5.92)  -0.538
C (1.85, 0.23, -6.94)  -0.244
C (3.16, 0.40, -7.37)  -0.296
H (5.19, -0.16, -6.98)  0.379
H (4.56, -1.61, -5.04)  0.365
H (2.15, -1.80, -4.44)  0.509
H (1.03, 0.73, -7.45)  0.355
H (3.38, 1.03, -8.21)  0.357
C (11.86, -6.95, 5.04)  -0.333
C (11.90, -5.96, 4.07)  -0.248
C (12.78, -6.12, 3.01)  -0.328
N (13.59, -7.17, 2.86)  -0.615
C (13.54, -8.11, 3.81)  -0.208
C (12.70, -8.05, 4.91)  -0.339
H (11.19, -6.87, 5.89)  0.391
H (11.26, -5.09, 4.14)  0.418
H (12.84, -5.37, 2.22)  0.528
H (14.21, -8.95, 3.67)  0.383
H (12.70, -8.85, 5.64)  0.366
C (-8.82, 9.01, -6.89)  -0.169
C (-8.53, 10.12, -6.12)  -0.447
C (-7.36, 10.14, -5.38)  -0.138
N (-6.48, 9.13, -5.37)  -0.494
C (-6.77, 8.07, -6.12)  -0.170
C (-7.92, 7.95, -6.89)  -0.387
H (-9.72, 8.96, -7.48)  0.367
H (-9.21, 10.97, -6.09)  0.355
H (-7.10, 10.99, -4.77)  0.384
H (-6.04, 7.26, -6.09)  0.359
H (-8.10, 7.06, -7.48)  0.352
C (-7.95, -5.78, 0.68)  -0.123
C (-7.05, -5.77, 1.74)  -0.590
C (-6.83, -4.57, 2.40)  -0.206
N (-7.42, -3.42, 2.08)  -0.417
C (-8.28, -3.45, 1.06)  -0.192
C (-8.58, -4.59, 0.33)  -0.324
H (-8.16, -6.69, 0.14)  0.392
H (-6.54, -6.67, 2.04)  0.355
H (-6.14, -4.52, 3.23)  0.400
H (-8.75, -2.50, 0.82)  0.355
H (-9.29, -4.56, -0.48)  0.326
C (-13.22, -6.37, -2.83)  -0.097
C (-12.93, -5.23, -2.11)  -0.714
C (-11.78, -5.21, -1.34)  0.053
N (-10.93, -6.23, -1.26)  -0.289
C (-11.22, -7.32, -1.96)  -0.074
C (-12.35, -7.45, -2.76)  -0.618
H (-14.11, -6.43, -3.45)  0.370
H (-13.59, -4.37, -2.14)  0.342
H (-11.52, -4.33, -0.76)  0.345
H (-10.51, -8.14, -1.87)  0.358
H (-12.53, -8.36, -3.31)  0.346

Properties
- HOMO energy (eV) = -7.8094
- lowest unoccupied orbital energy (eV) = 0.356
- Kohn-Sham gap (eV) = 8.17
- SMILES = C[C@H](F)[Si@H](CCCCCCCCCCCCn1cccc1)C(F)(F)c1cccc(C(F)(F)F)c1.c1ccncc1.c1ccncc1.c1ccncc1.c1ccncc1.c1ccncc1.c1ccncc1.c1ccncc1.c1ccncc1

The highest Kohn-Sham gap belongs to which entry? C66H77F6N9Si

Look up the Kohn-Sham gap of the first one. 4.14 eV

The highest lowest unoccupied orbital energy belongs to which entry? C66H77F6N9Si

Among the records above, which one has the lowest HOMO energy? C66H77F6N9Si